#w
A single C3H3N3 molecule, computed with ωB97M-V/def2-TZVPD.

Element x y z (Å)
C (-1.48470, 0.10322, -0.38812)
N (-0.12253, 0.41667, -0.58572)
C (0.98864, 0.53692, -0.99985)
N (1.66153, -0.63569, -0.17607)
C (2.01329, -0.35306, 1.04342)
N (2.45511, -0.19177, 2.11497)
H (-1.68754, -0.93143, -0.66453)
H (-2.09193, 0.77785, -1.00481)
H (-1.73186, 0.27728, 0.66071)

SMILES string: CN=C=NC#N
Gap between HOMO and LUMO (alpha / beta) in Ha: 0.247 / 0.308
M in g mol⁻¹: 81.078

=====

#x
A single C3H3N3 molecule, computed with ωB97M-V/def2-TZVPD.

Element x y z (Å)
N (-0.79223, 2.75583, -0.27830)
C (-0.22976, 1.84059, 0.15299)
C (0.44939, 0.65565, 0.65707)
N (1.47869, -0.00066, -0.26054)
C (0.36739, -0.57171, -0.09501)
N (-0.38403, -1.62911, -0.43733)
H (0.64357, 0.65557, 1.72858)
H (-1.34918, -1.62664, -0.14923)
H (-0.18385, -2.07952, -1.31822)

SMILES string: N#C[C@@H]1N=C1N
Gap between HOMO and LUMO in Ha: 0.402
M in g mol⁻¹: 81.078

=====

Most stable: #x (next structure +3.888 eV)